(1)
{"formula": "C5H13N2", "method": "the ωB97M-V functional and the def2-TZVPD basis", "symbols": ["C", "C", "C", "C", "N", "C", "N", "H", "H", "H", "H", "H", "H", "H", "H", "H", "H", "H", "H", "H"], "coordinates": [[2.004, -1.713, -0.819], [1.667, -0.245, -0.454], [0.837, -0.028, 0.799], [-0.625, -0.528, 0.668], [-2.377, 1.951, 0.726], [-1.815, 1.400, -0.320], [-1.318, 0.184, -0.398], [1.070, -2.267, -0.929], [2.495, -1.735, -1.786], [2.623, -2.146, -0.040], [2.567, 0.349, -0.561], [1.053, 0.086, -1.299], [1.249, -0.451, 1.707], [0.781, 1.062, 0.852], [-1.038, -0.287, 1.648], [-0.597, -1.586, 0.445], [-2.284, 1.486, 1.619], [-2.887, 2.816, 0.651], [-1.872, 1.952, -1.250], [-1.534, -0.299, -1.258]], "nbo_charge": [-0.603, -0.402, -0.394, -0.238, -0.695, 0.410, -0.536, 0.185, 0.228, 0.217, 0.230, 0.179, 0.232, 0.200, 0.204, 0.242, 0.426, 0.447, 0.226, 0.443], "energy_ha": -307.571389, "orbital_gap_ev": 10.7, "smiles": "CCCC/[NH+]=C\\N", "total_charge": 1, "e_above_lowest_ev": 1.367}

***

(2)
{"formula": "C5H13N2", "method": "the ωB97M-V functional and the def2-TZVPD basis", "symbols": ["C", "C", "C", "C", "C", "N", "N", "H", "H", "H", "H", "H", "H", "H", "H", "H", "H", "H", "H", "H"], "coordinates": [[0.969, 0.553, 0.808], [-0.337, 0.453, 0.100], [1.739, -0.774, 0.872], [-2.017, -1.149, -1.164], [-1.406, -0.803, 0.176], [-0.659, 1.415, -0.683], [1.693, 1.654, 0.178], [0.724, 0.860, 1.836], [1.813, -1.229, -0.113], [1.269, -1.472, 1.557], [2.746, -0.577, 1.234], [-2.563, -2.084, -1.047], [-1.254, -1.304, -1.921], [-2.728, -0.403, -1.508], [-0.867, -1.649, 0.596], [-2.160, -0.480, 0.894], [0.008, 2.194, -0.739], [-1.533, 1.418, -1.200], [2.399, 2.043, 0.789], [2.164, 1.336, -0.665]], "nbo_charge": [-0.159, 0.523, -0.618, -0.627, -0.441, -0.643, -0.851, 0.259, 0.220, 0.233, 0.245, 0.257, 0.225, 0.211, 0.241, 0.252, 0.460, 0.433, 0.401, 0.377], "energy_ha": -307.583257, "orbital_gap_ev": 10.4, "smiles": "CCC(=[NH2+])[C@@H](C)N", "total_charge": 1, "e_above_lowest_ev": 1.044}

***

(3)
{"formula": "C5H13N2", "method": "the ωB97M-V functional and the def2-TZVPD basis", "symbols": ["C", "C", "C", "C", "C", "N", "N", "H", "H", "H", "H", "H", "H", "H", "H", "H", "H", "H", "H", "H"], "coordinates": [[2.244, -1.168, -0.724], [2.713, -0.177, -0.203], [3.429, 0.828, 0.531], [-1.289, 0.757, -1.157], [-1.453, 0.314, 0.259], [-0.719, -1.026, 0.369], [-2.895, 0.221, 0.824], [0.384, -0.877, 0.286], [1.963, -2.072, -1.193], [3.566, 0.532, 1.491], [2.921, 1.723, 0.546], [4.224, 1.140, -0.067], [-1.697, -0.069, -1.886], [-1.867, 1.592, -1.427], [-0.281, 0.864, -1.422], [-0.720, -1.495, 1.270], [-0.843, -1.764, -0.321], [-3.381, -0.735, 0.684], [-3.304, 1.000, 0.336], [-2.993, 0.413, 1.804]], "nbo_charge": [-0.367, 0.098, -0.702, -0.665, -0.112, -0.763, -0.707, 0.489, 0.253, 0.249, 0.248, 0.264, 0.148, 0.235, 0.249, 0.424, 0.381, 0.399, 0.448, 0.431], "energy_ha": -307.390299, "orbital_gap_ev": 8.0, "total_charge": 1, "e_above_lowest_ev": 6.294}